ORCA calculation (ωB97M-V/def2-TZVPD) on one molecule with the formula C23H34N2O2 at a distorted geometry.

Properties
- Total energy: -1156.708954 Ha
- SMILES: CC(C)=CCN1CCN(Cc2ccc(C#CC(C)(C)O)cc2)C[C@@H]1CCO
- Net charge: 0

```
61
Properties=species:S:1:pos:R:3:mulliken_charge:R:1
C -4.34 -4.72 0.02 -1.53
C -4.67 -3.26 -0.11 1.28
C -6.11 -2.91 0.15 -1.33
C -3.75 -2.36 -0.45 -0.84
C -3.96 -0.89 -0.63 -0.61
N -2.80 -0.17 -0.15 0.13
C -2.67 -0.21 1.29 -0.88
C -1.31 0.35 1.70 -0.75
N -1.18 1.70 1.19 0.28
C -0.03 2.42 1.71 -2.09
C 1.31 1.84 1.32 1.12
C 1.91 0.85 2.09 -0.19
C 3.10 0.28 1.70 -0.99
C 3.73 0.69 0.53 0.84
C 4.96 0.11 0.13 -0.06
C 6.00 -0.38 -0.22 -0.80
C 7.27 -0.98 -0.62 1.33
C 7.13 -1.55 -2.04 -1.47
C 8.37 0.09 -0.57 -1.46
O 7.55 -2.02 0.31 -0.59
C 3.14 1.69 -0.24 -0.99
C 1.94 2.25 0.15 -0.19
C -1.26 1.68 -0.25 -1.20
C -2.65 1.18 -0.68 0.00
C -3.74 2.18 -0.24 -0.49
C -4.17 3.12 -1.37 -0.87
O -3.14 3.97 -1.84 -0.56
H -3.29 -4.90 -0.21 0.35
H -4.54 -5.06 1.03 0.35
H -4.95 -5.30 -0.66 0.36
H -6.20 -2.05 0.82 0.34
H -6.62 -2.66 -0.78 0.30
H -6.63 -3.75 0.60 0.39
H -2.73 -2.68 -0.63 0.25
H -4.89 -0.57 -0.13 0.23
H -4.07 -0.68 -1.70 0.39
H -3.47 0.37 1.79 0.30
H -2.76 -1.25 1.61 0.53
H -0.52 -0.32 1.31 0.38
H -1.24 0.37 2.79 0.43
H -0.12 2.43 2.80 0.52
H -0.11 3.45 1.35 0.51
H 1.43 0.53 3.01 0.41
H 3.56 -0.49 2.31 0.47
H 8.08 -1.97 -2.37 0.41
H 6.37 -2.33 -2.05 0.37
H 6.84 -0.76 -2.73 0.32
H 8.48 0.46 0.45 0.37
H 8.11 0.93 -1.22 0.33
H 9.32 -0.33 -0.90 0.41
H 8.39 -2.42 0.06 0.35
H 3.63 2.02 -1.15 0.45
H 1.50 3.04 -0.45 0.39
H -0.49 1.03 -0.70 0.21
H -1.11 2.70 -0.61 0.49
H -2.66 1.08 -1.77 0.53
H -3.36 2.77 0.60 0.33
H -4.63 1.64 0.08 0.36
H -4.95 3.80 -1.01 0.42
H -4.58 2.53 -2.21 0.33
H -2.44 3.42 -2.21 0.36
```

---

ORCA calculation (ωB97M-V/def2-TZVPD) on one molecule with the formula C5H6O3 at a distorted geometry.

Properties
- Total energy: -419.674650 Ha
- SMILES: C1=C[C@H]2OCO[C@@H]1O2
- Net charge: 0

```
14
Properties=species:S:1:pos:R:3:mulliken_charge:R:1
C 1.24 0.32 0.74 -0.40
C 0.87 -0.87 0.49 -0.24
C 0.20 -0.95 -0.78 -0.13
O -1.24 -0.87 -0.56 -0.42
C -1.47 0.35 0.24 -0.32
O -0.68 1.52 -0.37 -0.45
C 0.68 1.07 -0.56 0.12
O 0.88 0.07 -1.46 -0.41
H 1.54 0.61 1.87 0.27
H 0.34 -1.81 1.24 0.25
H 0.19 -1.83 -1.43 0.44
H -1.04 0.16 1.15 0.40
H -2.54 0.25 0.39 0.41
H 1.03 1.98 -0.97 0.49
```

---

ORCA calculation (ωB97M-V/def2-TZVPD) on an isolated ion of composition C7H15N3O and charge +2 at a distorted geometry.

Properties
- Total energy: -514.463047 Ha
- SMILES: C[C@@]1(C2CC2)NC(C[NH3+])=[NH+]O1
- Net charge: +2

```
26
Properties=species:S:1:pos:R:3:mulliken_charge:R:1
C 0.93 -0.46 2.27 -1.38
C 0.35 0.25 1.04 0.60
C 0.73 1.73 0.95 -0.23
C 0.11 2.77 0.09 -0.71
C -0.04 2.80 1.60 -0.62
N 0.62 -0.64 -0.11 -0.04
C -0.54 -1.01 -0.68 0.37
C -0.86 -1.92 -1.89 -0.81
N 0.15 -2.21 -2.95 -0.20
N -1.62 -0.68 0.07 0.06
O -1.25 0.11 1.14 -0.32
H 0.77 -1.54 2.32 0.39
H 0.38 -0.03 3.21 0.35
H 1.88 -0.11 2.47 0.41
H 1.81 1.84 1.04 0.57
H -0.81 2.60 -0.44 0.25
H 0.74 3.57 -0.41 0.30
H 0.45 3.48 2.29 0.30
H -1.06 2.56 1.95 0.24
H 1.54 -1.07 -0.47 0.34
H -1.78 -1.62 -2.40 0.43
H -1.15 -2.84 -1.34 0.42
H -0.10 -3.03 -3.39 0.35
H 1.05 -2.30 -2.50 0.33
H 0.24 -1.42 -3.68 0.42
H -2.54 -0.85 -0.16 0.18
```

---

ORCA calculation (ωB97M-V/def2-TZVPD) on one molecule with the formula C5H6O at a distorted geometry.

Properties
- Total energy: -269.233365 Ha
- SMILES: O=C1C=CCC1
- Net charge: 0

```
12
Properties=species:S:1:pos:R:3:mulliken_charge:R:1
O 2.41 -0.49 0.10 -0.55
C 1.24 -0.20 0.08 0.38
C 0.68 1.19 0.18 -0.28
C -0.70 1.23 0.19 -0.58
C -1.20 -0.20 0.10 -0.33
C 0.03 -1.12 -0.07 -0.45
H 1.31 2.07 0.26 0.46
H -0.24 1.76 -0.78 0.21
H -1.95 -0.32 -0.69 0.32
H -1.73 -0.40 1.04 0.27
H 0.10 -1.93 0.66 0.29
H 0.06 -1.59 -1.06 0.25
```

---

ORCA calculation (ωB97M-V/def2-TZVPD) on one molecule with the formula C6H12.

Properties
- Total energy: -235.781523 Ha
- SMILES: CCC1CCC1
- Net charge: 0

```
18
Properties=species:S:1:pos:R:3:mulliken_charge:R:1
C -2.27 -0.39 -0.19 -1.16
C -1.16 0.27 0.61 -0.72
C 0.05 0.50 -0.27 0.51
C 1.32 1.03 0.45 -0.96
C 2.05 -0.27 0.04 -0.41
C 0.78 -0.81 -0.67 -0.92
H -2.56 0.26 -1.03 0.32
H -1.93 -1.34 -0.62 0.30
H -3.16 -0.58 0.42 0.35
H -1.49 1.21 1.06 0.33
H -0.85 -0.39 1.44 0.31
H -0.20 1.11 -1.15 0.43
H 1.74 1.96 0.04 0.27
H 1.21 1.19 1.53 0.30
H 2.35 -0.88 0.90 0.25
H 2.89 -0.10 -0.63 0.25
H 0.36 -1.73 -0.24 0.30
H 0.87 -1.00 -1.75 0.26
```

---

ORCA calculation (ωB97M-V/def2-TZVPD) on a 2-piece molecular cluster, H4O2 overall at a distorted geometry.

Properties
- Total energy: -152.858719 Ha
- SMILES: O.O
- Net charge: 0

```
6
Properties=species:S:1:pos:R:3:mulliken_charge:R:1
O 0.18 0.00 -1.52 -0.61
H 0.05 -0.76 -2.12 0.31
H 1.04 -0.25 -1.16 0.30
O -0.69 0.09 1.39 -0.63
H 0.32 0.01 1.51 0.31
H -0.89 0.91 1.90 0.31
```

---

Highest occupied orbital energy (eV)
-8.337 -10.364 -16.923 -8.966 -10.129 -11.076
Kohn-Sham gap (eV)
9.10 11.20 9.05 8.77 11.41 11.87